132
Properties=species:S:1:pos:R:3:forces:R:3:lowdin_charge:R:1 method="wB97M-V/def2-TZVPD" orbital_gap_ha=0.2404 multiplicity=1 relative_energy_kcal_mol=30.5 mol_weight_g_mol=1057.8
In 1.091549 -0.204011 0.721178 0.910 0.171 0.142 1.111
C 2.832670 0.934305 2.328632 -1.495 -0.664 -1.046 -0.288
C 2.639194 2.261151 1.720944 -0.152 -0.085 0.070 -0.252
C 3.640370 2.445503 0.813281 0.459 -0.247 -0.011 -0.210
C 4.488521 1.253573 0.800023 -0.079 0.501 0.009 -0.215
C 4.003417 0.350004 1.701715 -0.049 0.048 0.332 -0.293
C 4.583507 -0.962754 2.150217 -0.020 0.241 0.100 -0.042
C 5.698828 1.113676 -0.066780 -0.112 0.067 0.115 -0.036
C 3.916750 3.675703 0.002910 -0.176 -0.203 -0.135 -0.036
C 1.577265 3.230042 2.158837 0.398 -0.081 0.185 -0.055
C 2.379214 0.566259 3.707885 0.333 0.127 0.087 -0.055
H 5.148316 -0.835292 3.079433 -0.010 -0.077 -0.006 0.089
H 5.261374 -1.390207 1.409967 0.041 -0.011 0.046 0.068
H 3.785499 -1.684242 2.347106 0.056 -0.061 0.017 0.075
H 6.433833 1.885965 0.178765 0.021 -0.020 -0.068 0.081
H 5.438485 1.221184 -1.123160 0.083 -0.020 -0.017 0.082
H 6.176357 0.144893 0.079667 0.026 0.004 -0.072 0.067
H 4.982487 3.913966 0.011681 -0.017 0.029 -0.018 0.074
H 3.375562 4.532509 0.404500 0.024 0.034 -0.045 0.068
H 3.616229 3.549589 -1.043424 0.067 0.053 0.001 0.077
H 1.483995 4.050093 1.446592 0.058 0.017 0.091 0.061
H 1.827259 3.664951 3.133501 -0.025 0.015 -0.009 0.093
H 0.613805 2.727694 2.239996 0.057 0.153 0.030 0.032
H 3.207896 0.732279 4.409488 -0.100 0.129 0.045 0.096
H 2.107043 -0.481818 3.769621 0.044 0.081 0.138 0.046
H 1.523541 1.165911 4.017927 -0.008 -0.015 0.034 0.082
O 0.942103 -1.718209 2.696625 -0.090 -0.048 -0.477 -0.039
C 0.069090 -2.377802 2.087959 0.087 -0.560 0.107 -0.669
O -0.664788 -1.900042 1.183714 0.300 0.714 -0.370 -0.082
C 0.060194 -3.879732 2.271294 0.261 -0.130 -0.499 -0.137
C -0.275317 -4.538519 3.445445 -0.053 0.215 0.055 -0.022
C -0.140408 -5.914520 3.529226 -0.055 -0.079 0.046 -0.078
C 0.343594 -6.638277 2.449839 0.053 -0.099 -0.082 -0.076
C 0.689596 -5.989842 1.274471 -0.155 0.179 0.105 -0.073
C 0.546896 -4.607308 1.163975 -0.267 0.125 0.233 -0.304
P 1.000673 -3.703123 -0.382753 -0.030 -0.502 0.291 1.159
C 2.428392 -4.746423 -0.884262 0.096 0.321 -0.081 -0.366
C 2.640401 -5.335800 -2.125169 -0.087 -0.109 0.055 -0.082
C 3.864835 -5.925270 -2.428586 -0.017 0.048 0.021 -0.085
C 4.902695 -5.891808 -1.512211 0.012 -0.010 -0.008 -0.095
C 4.704797 -5.298836 -0.269115 0.012 0.016 0.008 -0.082
C 3.479854 -4.734706 0.041732 0.008 -0.012 -0.152 -0.112
C -0.427384 -4.115071 -1.454984 0.027 0.252 -0.042 -0.336
C -0.339428 -3.949647 -2.839712 0.007 0.021 -0.006 -0.117
C -1.478003 -3.973340 -3.633058 0.023 0.020 -0.032 -0.090
C -2.728626 -4.125641 -3.054540 -0.058 -0.027 0.074 -0.095
C -2.831015 -4.288592 -1.678717 0.050 0.010 -0.029 -0.083
C -1.691631 -4.287081 -0.886087 0.022 -0.032 -0.101 -0.083
H -0.645796 -3.976237 4.294535 0.061 0.020 -0.022 0.119
H -0.409880 -6.429409 4.443168 -0.002 0.036 -0.004 0.103
H 0.452315 -7.714110 2.520152 -0.005 0.033 0.020 0.103
H 1.070040 -6.555232 0.433114 0.006 -0.020 0.010 0.111
H 1.846167 -5.352370 -2.860193 0.052 -0.081 0.031 0.084
H 4.006190 -6.407714 -3.388082 -0.005 0.056 -0.010 0.101
H 5.866244 -6.316478 -1.766748 -0.039 -0.029 0.036 0.099
H 5.515276 -5.265113 0.449916 -0.049 -0.018 -0.002 0.103
H 3.324304 -4.268287 1.009778 0.077 0.012 -0.008 0.107
H 0.622417 -3.775146 -3.308120 -0.038 0.105 0.009 0.094
H -1.390266 -3.848245 -4.705984 0.029 0.010 0.030 0.103
H -3.620749 -4.108480 -3.668696 0.024 -0.033 0.002 0.100
H -3.803952 -4.405088 -1.215844 0.020 -0.016 -0.009 0.101
H -1.790914 -4.394389 0.185005 0.009 0.015 0.036 0.101
Br -0.835664 -0.157274 -1.979647 0.094 -0.195 -0.124 0.935
C 0.603065 -0.356058 -3.201889 0.061 0.003 0.047 -0.563
C 0.304963 -0.279245 -4.529204 -0.106 0.011 -0.005 -0.137
C 1.314860 -0.502705 -5.485440 0.013 -0.021 0.018 -0.081
C 2.575961 -0.818403 -5.075036 0.031 0.033 -0.095 -0.038
C 2.901836 -0.904466 -3.700078 -0.141 -0.005 0.124 -0.162
C 4.204340 -1.278505 -3.290836 -0.008 -0.030 -0.002 -0.034
C 4.491576 -1.438834 -1.968764 0.030 -0.032 -0.018 -0.069
C 3.511892 -1.152606 -0.991428 0.042 -0.104 -0.286 -0.157
C 2.259869 -0.724225 -1.338339 -0.708 0.362 1.467 -0.163
C 1.904496 -0.642497 -2.708626 0.026 0.031 -0.044 -0.228
H -0.709361 -0.067927 -4.842741 0.035 -0.013 0.003 0.098
H 1.070346 -0.442439 -6.537926 0.024 0.003 0.006 0.104
H 3.354636 -1.014950 -5.803764 -0.008 -0.005 0.033 0.113
H 4.957231 -1.448493 -4.051979 -0.022 -0.042 0.013 0.112
H 5.480806 -1.759317 -1.659954 -0.046 0.000 -0.001 0.111
H 3.774919 -1.273267 0.047781 -0.042 -0.061 -0.214 0.049
O -0.949212 1.589689 1.398746 0.370 -0.523 -0.164 -0.390
P -2.257622 2.099305 0.843711 -0.027 -0.178 -0.212 0.834
C -3.261884 0.640276 0.364465 0.051 0.144 0.127 -0.352
C -4.552670 0.838757 -0.445016 0.054 -0.178 -0.042 -0.182
C -5.332216 -0.477704 -0.466192 -0.048 0.100 0.123 -0.184
C -5.848244 -0.846248 0.937385 0.111 0.083 -0.028 -0.187
C -4.948190 -0.267504 2.041475 0.019 -0.106 -0.154 -0.195
C -3.487261 -0.274935 1.595908 -0.095 0.083 0.085 -0.187
C -3.187183 2.955254 2.186482 0.044 -0.059 -0.007 -0.318
C -4.284215 3.947997 1.770023 0.141 0.016 -0.167 -0.179
C -3.759001 5.360779 1.511376 -0.011 -0.063 0.214 -0.194
C -2.930412 5.867794 2.691914 0.128 -0.036 -0.209 -0.193
C -1.754301 4.926835 2.947681 -0.212 -0.036 0.110 -0.190
C -2.254384 3.521443 3.269396 0.153 0.064 -0.144 -0.178
C -1.849073 3.030849 -0.684764 -0.346 0.213 0.403 -0.347
C -0.781011 4.100001 -0.429449 0.167 -0.165 -0.136 -0.195
C -0.015141 4.365935 -1.735238 -0.177 -0.070 -0.033 -0.168
C -0.958157 4.280280 -2.953949 -0.010 0.135 0.161 -0.188
C -2.382201 4.658890 -2.542961 0.048 -0.123 -0.061 -0.188
C -2.961169 3.597490 -1.587770 0.076 0.030 -0.051 -0.176
H -2.546578 0.121148 -0.276413 -0.080 -0.049 0.010 0.011
H -4.297287 1.113141 -1.468060 -0.063 0.108 0.032 0.095
H -5.182223 1.631807 -0.029353 0.029 -0.004 -0.032 0.107
H -4.665671 -1.260710 -0.841520 -0.033 0.016 -0.018 0.110
H -6.169236 -0.402873 -1.162386 0.034 -0.059 -0.044 0.109
H -5.884286 -1.934132 1.031621 -0.060 0.021 0.015 0.106
H -6.867086 -0.473860 1.067095 -0.008 -0.060 0.006 0.105
H -5.059179 -0.859598 2.951309 -0.013 0.083 0.053 0.112
H -5.266223 0.752703 2.279484 -0.012 -0.034 0.027 0.099
H -3.204176 -1.295713 1.332121 0.062 0.022 0.003 0.111
H -2.817942 0.013922 2.409781 0.015 -0.070 -0.002 0.106
H -3.681640 2.086287 2.632221 -0.006 0.009 0.004 0.096
H -5.019313 3.995588 2.579563 -0.017 -0.028 -0.014 0.121
H -4.805459 3.579910 0.882190 -0.113 0.017 0.096 0.086
H -4.603333 6.028407 1.327401 0.012 0.002 -0.086 0.114
H -3.131969 5.363443 0.615294 -0.082 0.058 0.011 0.083
H -3.558944 5.920453 3.587997 0.012 0.033 -0.016 0.115
H -2.569329 6.877541 2.482606 -0.035 0.009 0.052 0.110
H -1.146234 5.295496 3.776231 0.057 -0.017 -0.042 0.115
H -1.116825 4.889068 2.060181 0.048 0.052 0.089 0.089
H -2.800951 3.547102 4.217908 -0.034 -0.018 -0.026 0.123
H -1.409041 2.843180 3.389692 -0.046 -0.022 0.114 0.094
H -1.346370 2.219931 -1.215235 0.038 0.026 -0.077 0.030
H -0.095421 3.762432 0.346224 -0.087 0.089 -0.083 0.069
H -1.252988 5.024135 -0.091702 0.026 -0.034 0.056 0.097
H 0.794194 3.639005 -1.841558 0.019 0.026 0.017 0.109
H 0.440213 5.356960 -1.680619 0.051 -0.012 -0.039 0.112
H -0.965969 3.261156 -3.354477 0.028 0.028 -0.028 0.107
H -0.599983 4.937628 -3.746985 -0.005 -0.062 -0.057 0.107
H -3.027310 4.740726 -3.420136 -0.003 0.066 0.036 0.110
H -2.365945 5.641978 -2.062148 -0.042 -0.015 -0.020 0.112
H -3.385854 2.791731 -2.188207 -0.023 0.027 0.039 0.097
H -3.774754 4.033001 -1.003061 0.004 -0.061 -0.064 0.093